ORCA calculation (ωB97M-V/def2-TZVPD) on the ion C5H8N with charge +1.

Last column: Löwdin charge in e.
CARTESIAN COORDINATES (ANGSTROEM)
C (-0.65, -0.02, -0.86)  0.059
C (-0.90, 1.23, -1.41)  -0.101
C (0.00, 2.16, -1.97)  0.196
C (-0.46, -1.15, -0.28)  0.036
C (-0.04, -1.09, 1.40)  -0.239
N (1.25, -1.07, 1.67)  0.063
H (1.05, 1.87, -1.80)  0.094
H (-0.29, 3.20, -2.04)  0.088
H (-0.22, -2.22, -0.49)  0.148
H (-0.66, -2.00, 1.60)  0.140
H (-0.64, -0.22, 1.70)  0.127
H (-1.94, 1.40, -1.36)  0.098
H (1.77, -1.90, 1.68)  0.093
H (1.72, -0.19, 2.17)  0.201

Properties
HOMO-LUMO gap (spin up / spin down), eV: 7.39 / 7.40
Relative energy (zero: lowest compared OMol25 entry of this formula, charge and spin), kcal/mol: 108.0
Total energy, Eh: -249.653038
Total charge: +1